1.
Below is a molecular structure, C12H18ClIN2OPSY at a distorted geometry, with properties calculated with ωB97M-V/def2-TZVPD.

Atoms and positions in Å:
C1 -4.0145 -0.8834 2.1421
I1 -1.8505 -1.6257 3.1326
H1 -4.3587 -1.9002 2.3751
H2 -4.7883 -0.4689 1.4776
H3 -4.0227 -0.2305 3.0250
Y1 -0.6594 -0.1661 -1.5044
P1 0.8173 -2.4957 -1.1375
C2 0.4449 -3.4113 0.3993
C3 0.4008 -3.7458 -2.4177
H4 3.0371 -1.5302 -1.3445
H5 3.0001 -3.2058 -1.9681
H6 3.0307 -2.9027 -0.2023
C4 2.6492 -2.5426 -1.1666
H7 1.3064 -4.0376 -2.9653
H8 -0.0454 -4.6322 -1.9482
H9 0.0336 -4.3996 0.1574
H10 -0.2863 -2.8629 1.0115
H11 -0.3216 -3.3150 -3.1266
H12 1.3642 -3.5348 0.9857
C5 -2.7081 -0.8636 1.4227
O1 -2.3309 -0.5159 0.2942
Cl1 -1.8311 0.3445 -3.5832
N1 1.1842 1.0229 -2.6230
C6 1.0868 1.9954 -1.5470
N2 0.2005 1.7348 -0.5965
C7 0.2241 2.7142 0.4216
C8 -0.5205 2.6792 1.5993
C9 -0.2705 3.6678 2.5600
C10 0.6897 4.6657 2.3197
C11 1.4125 4.6997 1.1149
C12 1.1837 3.7000 0.1755
S1 2.0368 3.4110 -1.3563
H13 2.1679 0.8237 -2.8310
H14 0.7835 1.3853 -3.5018
H15 -1.2528 1.8794 1.7284
H16 -0.8218 3.6599 3.5002
H17 0.8766 5.4209 3.0821
H18 2.1528 5.4663 0.8950

Computed properties:
Charge: +2
Lowest unoccupied orbital energy: -6.9 eV
Energy: -2188.131456 a.u.
HOMO energy: -0.557 hartree
ΔE to the lowest compared entry with this formula, charge and spin: 46.13 kJ/mol
Kohn-Sham gap: 8.30 eV

Results of the natural (NBO) charge analysis, in e, for atoms 1 through 6:
1 C -0.7956
2 I 0.2499
3 H 0.2962
4 H 0.2428
5 H 0.2908
6 Y 1.9903

2.
Below is 13 unconnected molecules or ions with the total composition C23H44Cl24I3N2O3, with properties calculated with ωB97M-V/def2-TZVPD.

Atoms and positions in Å:
C1 4.6289 2.1781 1.4072
C2 4.7796 2.1167 -0.1109
O1 3.5145 2.2950 -0.7242
C3 3.2861 1.3493 -1.7719
C4 1.8479 1.2558 -2.2789
C5 2.1019 0.3453 -3.6005
O2 2.7514 0.9419 -4.4628
O3 1.6653 -0.7976 -3.5693
C6 1.1627 2.6186 -2.6171
I1 0.0317 2.5290 -4.4886
C7 1.9282 3.9478 -2.6002
C8 0.9953 5.1577 -2.8322
I2 3.5482 4.1421 -3.9938
N1 1.0519 0.4218 -1.3573
I3 1.1380 0.8179 0.6675
C9 -0.3270 0.0620 -1.7357
C10 -1.5260 0.7119 -1.0287
C11 -2.8218 0.5853 -1.8464
N2 -2.9683 1.6885 -2.7764
H1 4.3683 1.2006 1.8079
H2 5.5532 2.5197 1.8788
H3 3.8410 2.8878 1.6554
H4 5.4524 2.9118 -0.4487
H5 5.2012 1.1517 -0.4009
H6 3.5181 0.3408 -1.4043
H7 3.9499 1.5521 -2.6111
H8 0.3862 2.7604 -1.8628
H9 2.3655 4.1165 -1.6189
H10 0.9799 5.4930 -3.8635
H11 -0.0125 4.9385 -2.4781
H12 1.3709 5.9955 -2.2359
H13 -0.4073 -1.0092 -1.5077
H14 -0.4376 0.1176 -2.8151
H15 -1.7263 0.1918 -0.0928
H16 -1.3816 1.7757 -0.8215
H17 -3.6469 0.5746 -1.1180
H18 -2.8431 -0.3695 -2.3744
H19 -3.7130 1.5675 -3.4451
H20 -3.0288 2.5811 -2.3127
C12 4.2017 -1.7447 4.3290
Cl1 3.3309 -1.9194 2.7993
Cl2 5.2578 -0.3295 4.3626
H21 3.4776 -1.6481 5.1290
H22 4.8131 -2.6265 4.4661
C13 5.1214 6.1480 -0.8533
Cl3 4.7962 7.5254 -1.9001
Cl4 4.0950 6.1786 0.5888
H23 4.9110 5.2438 -1.4168
H24 6.1562 6.1878 -0.5358
C14 -3.6138 -1.0813 2.7867
Cl5 -2.1366 -1.9173 2.3027
Cl6 -4.1391 0.0794 1.5620
H25 -4.3986 -1.8163 2.9245
H26 -3.4227 -0.5448 3.7086
C15 4.5288 -5.3701 2.1426
Cl7 3.5477 -6.7120 1.5355
Cl8 4.8282 -5.4842 3.8832
H27 5.4832 -5.3924 1.6302
H28 4.0042 -4.4424 1.9498
C16 2.5649 -8.3097 4.7922
Cl9 2.3625 -7.0744 6.0326
Cl10 1.5980 -9.7600 5.1260
H29 2.2516 -7.8970 3.8423
H30 3.6077 -8.5990 4.7579
C17 -4.5544 4.2182 1.7232
Cl11 -4.1961 3.7851 0.0425
Cl12 -3.5011 3.3842 2.8633
H31 -4.4086 5.2855 1.8362
H32 -5.5817 3.9455 1.9337
C18 8.2105 -2.7673 4.9646
Cl13 7.0080 -2.7363 6.2600
Cl14 7.5196 -3.3515 3.4457
H33 8.5677 -1.7564 4.8095
H34 9.0184 -3.4266 5.2562
C19 -1.4527 -11.2016 3.6586
Cl15 -1.4323 -12.9476 3.3682
Cl16 -3.0678 -10.6162 4.0731
H35 -0.7852 -10.9824 4.4806
H36 -1.1249 -10.6998 2.7568
C20 -5.6042 4.5068 -3.2238
Cl17 -3.9939 4.7471 -3.9099
Cl18 -6.5276 3.2892 -4.1174
H37 -5.4985 4.1777 -2.1980
H38 -6.1421 5.4463 -3.2658
C21 -8.1082 -0.0335 1.5210
Cl19 -8.9038 -0.5155 0.0154
Cl20 -7.2598 1.5034 1.3678
H39 -8.8658 0.0641 2.2885
H40 -7.3793 -0.7941 1.7798
C22 -3.3841 4.5267 -7.4094
Cl21 -1.8889 3.7117 -7.8642
Cl22 -3.9379 5.6550 -8.6638
H41 -4.1558 3.7832 -7.2518
H42 -3.2084 5.0883 -6.5025
C23 -7.1639 -3.4630 -0.8491
Cl23 -5.7152 -2.6817 -0.2087
Cl24 -6.8661 -5.1355 -1.3437
H43 -7.9247 -3.4650 -0.0789
H44 -7.4961 -2.9026 -1.7140

Computed properties:
Charge: -1
Lowest unoccupied orbital energy: 1.6 eV
Energy: -13175.670840 a.u.
HOMO energy: -0.175 hartree
Kohn-Sham gap: 6.31 eV

Results of the Mulliken charge analysis, in e, for atoms 1 through 6:
1 C -0.9107
2 C -0.3282
3 O 0.1222
4 C -2.9360
5 C 3.2213
6 C 0.5487

3.
Below is 12 unconnected molecules or ions with the total composition C33H70BCl22FN3O6P2 at a distorted geometry, with properties calculated with ωB97M-V/def2-TZVPD.

Atoms and positions in Å:
C1 4.8468 -2.1998 2.1221
C2 5.2276 -2.3610 0.6338
C3 5.0359 -1.0030 -0.0677
O1 3.8171 -0.4033 0.3368
C4 2.9184 -0.2923 -0.7197
N1 1.7181 0.5487 -0.4799
C5 0.5403 -0.0736 -1.1707
C6 0.8476 -0.3048 -2.6728
O2 1.1814 -1.6238 -3.0376
C7 2.2517 -1.6042 -3.9899
C8 -0.2043 -1.1958 -0.4019
C9 -1.4988 -1.4633 -1.2427
C10 -2.7730 -1.6717 -0.4075
C11 -3.6439 -0.3765 -0.4001
C12 -4.8855 -0.5283 -1.3017
N2 -5.2849 0.7412 -1.9371
C13 -5.5112 0.6448 -3.3783
C14 -6.2997 1.4058 -1.2836
C15 -6.3518 1.4401 0.2299
O3 -7.1278 2.0071 -1.9025
P1 0.5500 -2.8748 -0.1906
N3 -0.4031 -3.8338 0.6243
C16 -0.5065 -0.7106 1.0468
C17 0.7844 -0.0993 1.6698
P2 0.7082 -0.0245 3.5239
O4 -0.5446 0.9222 3.9628
O5 0.2104 -1.5518 3.8903
C18 1.3803 1.0831 0.8914
B1 0.4263 2.3875 0.5928
O6 1.1126 3.4584 0.1172
C19 -1.1504 2.5145 0.5754
C20 -1.8714 2.7560 1.9349
C21 2.5760 1.6882 1.6732
C22 2.2575 2.7282 2.7286
F1 3.5313 2.2385 0.8304
H1 3.7880 -2.3978 2.2740
H2 5.4113 -2.9155 2.7171
H3 5.1012 -1.1969 2.4523
H4 6.2640 -2.6771 0.5410
H5 4.5982 -3.0999 0.1400
H6 5.8994 -0.3785 0.1622
H7 5.0739 -1.2077 -1.1437
H8 2.6931 -1.3171 -1.0355
H9 3.4498 0.1178 -1.5858
H10 1.8491 1.4040 -1.0292
H11 -0.2554 0.6622 -1.3038
H12 1.6182 0.4243 -2.9530
H13 -0.0096 -0.0224 -3.2872
H14 1.8421 -1.2956 -4.9537
H15 3.0920 -0.9870 -3.6683
H16 2.6326 -2.6149 -4.1155
H17 -1.6831 -0.6808 -1.9787
H18 -1.3323 -2.3769 -1.8186
H19 -2.6216 -2.0849 0.5833
H20 -3.3717 -2.4082 -0.9437
H21 -3.9258 -0.1323 0.6251
H22 -3.0781 0.4531 -0.8267
H23 -4.6762 -1.2391 -2.0958
H24 -5.6620 -0.9768 -0.6774
H25 -5.2890 1.6186 -3.8103
H26 -6.5359 0.3919 -3.6532
H27 -4.8378 -0.0627 -3.8544
H28 -7.2712 1.9046 0.5469
H29 -6.3219 0.4131 0.5952
H30 -5.4751 1.9648 0.6055
H31 1.7619 -2.8013 0.5581
H32 0.8689 -3.5373 -1.3888
H33 -0.6301 -4.6314 0.0394
H34 -1.3873 -0.0826 1.1431
H35 -0.6954 -1.5981 1.6571
H36 1.5176 -0.9076 1.5440
H37 -0.3220 1.3691 4.7991
H38 0.9148 -1.8804 4.4676
H39 0.5250 4.2290 0.1511
H40 -1.4097 3.3769 -0.0508
H41 -1.6540 1.6952 0.0669
H42 -2.1755 1.8040 2.3569
H43 -2.8018 3.2796 1.7169
H44 -1.3290 3.3841 2.6352
H45 3.0813 0.8652 2.1773
H46 2.2104 3.7317 2.3136
H47 1.3370 2.5752 3.2886
H48 3.0873 2.7465 3.4300
C23 1.4014 -7.3387 0.4698
Cl1 -0.1747 -7.1683 -0.3157
Cl2 2.4151 -5.9008 0.2709
H49 1.2460 -7.5086 1.5288
H50 1.9146 -8.1835 0.0254
C24 2.7344 2.6330 6.8013
Cl3 3.7345 1.2472 6.3590
Cl4 1.0309 2.3617 6.3933
H51 2.8120 2.7966 7.8698
H52 3.0849 3.5072 6.2627
C25 3.2393 3.3537 -4.2378
Cl5 4.1766 1.9683 -4.8061
Cl6 1.5033 3.1084 -4.4915
H53 3.4205 3.4865 -3.1769
H54 3.5491 4.2379 -4.7829
C26 0.1459 3.2142 -8.2350
Cl7 -0.3947 4.6778 -9.0609
Cl8 1.7326 2.6857 -8.8080
H55 0.2116 3.4183 -7.1724
H56 -0.5717 2.4231 -8.4211
C27 7.4215 -5.9835 0.0540
Cl9 8.2554 -5.5267 -1.4352
Cl10 5.6655 -5.8379 -0.1101
H57 7.6641 -7.0131 0.2897
H58 7.7521 -5.3295 0.8530
C28 -8.9447 4.6387 -2.7402
Cl11 -8.9840 6.2339 -1.9754
Cl12 -10.5652 4.0849 -3.1849
H59 -8.3396 4.6978 -3.6375
H60 -8.5097 3.9289 -2.0458
C29 -10.1622 0.9179 -1.5661
Cl13 -10.1505 -0.3175 -2.8333
Cl14 -11.7853 1.5395 -1.2744
H61 -9.7837 0.4803 -0.6487
H62 -9.5276 1.7395 -1.8742
C30 7.2153 0.6026 5.4988
Cl15 6.2038 -0.8182 5.7806
Cl16 8.8647 0.1570 5.0462
H63 6.7767 1.1812 4.6912
H64 7.2486 1.1906 6.4101
C31 -6.6783 0.6234 4.3221
Cl17 -7.2753 2.1499 3.6617
Cl18 -5.1934 0.0925 3.5144
H65 -6.4689 0.7589 5.3768
H66 -7.4388 -0.1367 4.1866
C32 -0.8297 -5.9844 -4.1051
Cl19 -2.2635 -5.4988 -5.0128
Cl20 0.2117 -4.5969 -3.7470
H67 -1.1416 -6.4337 -3.1692
H68 -0.2663 -6.6991 -4.6937
C33 7.3537 4.1130 4.3434
Cl21 6.9881 5.7354 4.9292
Cl22 5.9137 3.3232 3.6747
H69 8.1045 4.1808 3.5646
H70 7.7263 3.5184 5.1705

Computed properties:
Charge: +1
Lowest unoccupied orbital energy: -2.2 eV
Energy: -12846.476870 a.u.
HOMO energy: -0.391 hartree
Kohn-Sham gap: 8.48 eV

Results of the Mulliken charge analysis, in e, for atoms 1 through 6:
1 C -0.8796
2 C -0.0844
3 C -0.8203
4 O -0.1292
5 C -1.7060
6 N 0.9830

4.
Below is 2 unconnected molecules or ions with the total composition CH6N2O at a distorted geometry, with properties calculated with ωB97M-V/def2-TZVPD.

Atoms and positions in Å:
N1 -1.4627 0.8576 0.6874
C1 -1.0862 -0.4009 0.2872
N2 0.0929 -0.8040 0.0426
H1 -0.7761 1.5124 1.0379
H2 -2.1626 1.4650 0.3464
H3 -1.8401 -1.1729 0.3377
H4 0.0550 -1.5446 -0.6972
H5 1.5302 0.1267 -0.4192
H6 3.1570 -0.4127 -0.8724
O1 2.4924 0.3734 -0.7502

Computed properties:
Charge: -1
Lowest unoccupied orbital energy (alpha / beta): 4.6 / 4.5 eV
Energy: -226.359522 a.u.
HOMO energy (alpha / beta): 0.042 / -0.172 hartree
Multiplicity: 2
ΔE to the lowest compared entry with this formula, charge and spin: 126.30 kJ/mol
Kohn-Sham gap (alpha / beta): 3.47 / 9.19 eV

Results of the natural (NBO) charge analysis, in e, for atoms 1 through 6:
1 N -0.9270
2 C -0.1270
3 N -0.8582
4 H 0.3636
5 H 0.2920
6 H 0.0706